w | {"formula": "H34O17", "method": "wB97M-V/def2-TZVPD", "species": ["O", "H", "H", "O", "H", "H", "O", "H", "H", "O", "H", "H", "O", "H", "H", "O", "H", "H", "O", "H", "H", "O", "H", "H", "O", "H", "H", "O", "H", "H", "O", "H", "H", "O", "H", "H", "O", "H", "H", "O", "H", "H", "O", "H", "H", "O", "H", "H", "O", "H", "H"], "positions_angstrom": [[16.701, -10.632, -2.673], [15.801, -10.557, -3.054], [17.121, -9.797, -2.667], [19.294, -11.307, -2.962], [19.261, -11.428, -3.910], [18.395, -11.313, -2.587], [19.569, -10.709, -5.658], [18.844, -11.187, -6.007], [20.320, -11.321, -5.796], [13.477, -13.434, -7.007], [12.587, -13.838, -6.819], [13.908, -13.331, -6.142], [13.722, -10.731, -6.472], [13.767, -11.507, -6.969], [14.150, -9.993, -6.941], [17.486, -13.466, -3.914], [17.514, -12.606, -4.377], [17.259, -13.335, -2.959], [17.182, -10.018, -8.295], [17.858, -9.706, -8.903], [16.325, -9.605, -8.453], [17.061, -11.781, -5.890], [16.750, -10.881, -5.877], [16.547, -12.234, -6.566], [18.932, -8.364, -6.678], [19.173, -9.157, -6.171], [18.584, -8.821, -7.439], [19.147, -11.918, -8.074], [19.128, -12.767, -8.489], [18.343, -11.528, -8.416], [14.364, -10.464, -3.900], [13.610, -10.441, -3.323], [14.069, -10.404, -4.806], [16.218, -13.119, -8.077], [16.336, -14.055, -7.859], [16.828, -12.799, -8.733], [14.347, -12.152, -9.688], [15.122, -12.372, -9.138], [14.202, -12.835, -10.342], [18.958, -14.267, -6.314], [19.302, -13.439, -6.589], [19.681, -14.602, -5.790], [16.450, -15.310, -6.448], [16.430, -16.050, -7.064], [17.304, -14.991, -6.503], [16.437, -8.846, -5.587], [16.969, -8.124, -5.977], [15.558, -8.530, -5.492], [14.662, -12.978, -4.696], [15.650, -12.835, -4.743], [14.467, -12.156, -4.221]], "mulliken_charge": [-0.64, 0.32, 0.30, -0.71, 0.35, 0.34, -0.78, 0.17, 0.37, -0.62, 0.25, 0.46, -0.74, 0.28, 0.28, -0.62, -0.07, 0.31, -0.64, 0.32, 0.20, 1.79, -0.03, -0.30, -0.81, 0.45, 0.34, -0.67, 0.40, 0.15, -0.63, 0.26, 0.38, -0.66, 0.22, 0.35, -0.68, 0.32, 0.28, -0.65, 0.18, 0.27, -0.62, 0.31, 0.36, -0.50, 0.28, 0.21, -0.80, 0.13, 0.54], "multiplicity": 1, "charge": 0}



x | {"formula": "H34O17", "method": "wB97M-V/def2-TZVPD", "species": ["O", "H", "H", "O", "H", "H", "O", "H", "H", "O", "H", "H", "O", "H", "H", "O", "H", "H", "O", "H", "H", "O", "H", "H", "O", "H", "H", "O", "H", "H", "O", "H", "H", "O", "H", "H", "O", "H", "H", "O", "H", "H", "O", "H", "H", "O", "H", "H", "O", "H", "H"], "positions_angstrom": [[-0.306, 0.949, -3.949], [-0.330, 1.865, -4.106], [0.110, 0.810, -3.121], [-2.249, -1.925, -0.275], [-1.432, -2.309, -0.729], [-1.957, -1.316, 0.360], [-2.809, 3.146, 0.355], [-3.686, 2.810, 0.152], [-2.671, 3.003, 1.308], [-1.155, 4.833, -1.177], [-1.757, 4.283, -0.574], [-0.397, 4.910, -0.522], [-2.773, -0.347, 3.334], [-3.706, 0.074, 3.394], [-2.589, -0.541, 4.264], [0.157, -4.488, -0.650], [0.213, -3.878, 0.097], [-0.293, -5.249, -0.362], [0.756, -4.002, 3.336], [0.452, -4.554, 4.132], [1.527, -4.545, 3.142], [1.947, 4.767, -0.670], [2.202, 4.982, -1.575], [1.039, 4.728, -0.400], [3.442, -2.757, 0.247], [4.248, -2.512, 0.794], [2.814, -2.086, 0.206], [3.096, -1.359, -4.023], [2.251, -0.914, -3.888], [3.759, -1.264, -3.369], [-4.345, 1.618, 2.884], [-3.567, 2.082, 3.032], [-4.773, 1.517, 2.036], [0.524, -1.623, -3.044], [0.677, -2.120, -3.867], [-0.148, -0.953, -3.401], [3.384, 3.045, 1.650], [4.204, 2.566, 1.324], [3.046, 3.541, 0.906], [2.352, 0.475, 2.212], [1.798, 0.709, 1.416], [2.664, 1.222, 2.665], [-4.245, 1.169, -2.601], [-4.013, 0.337, -2.944], [-4.141, 1.949, -3.180], [-0.229, 1.815, 2.921], [0.416, 1.184, 3.099], [-1.089, 1.926, 3.146], [2.466, -5.622, -0.749], [1.984, -5.139, -1.507], [2.891, -4.758, -0.501]], "mulliken_charge": [-0.64, 0.29, 0.28, -0.62, 0.31, 0.29, -0.63, 0.29, 0.24, -0.60, 0.42, 0.29, -0.62, 0.38, 0.29, -0.57, 0.30, 0.27, -0.61, 0.31, 0.31, -0.63, 0.31, 0.31, -0.57, 0.30, 0.28, -0.62, 0.37, 0.29, -0.64, 0.29, 0.32, -0.70, 0.34, 0.39, -0.64, 0.33, 0.30, -0.66, 0.33, 0.30, -0.61, 0.30, 0.31, -0.56, 0.32, 0.26, -0.63, 0.33, 0.30], "multiplicity": 1, "charge": 0}



Which of them is the least stable? Correct choice: x.



w | {"formula": "H34O17", "method": "wB97M-V/def2-TZVPD", "species": ["O", "H", "H", "O", "H", "H", "O", "H", "H", "O", "H", "H", "O", "H", "H", "O", "H", "H", "O", "H", "H", "O", "H", "H", "O", "H", "H", "O", "H", "H", "O", "H", "H", "O", "H", "H", "O", "H", "H", "O", "H", "H", "O", "H", "H", "O", "H", "H", "O", "H", "H"], "positions_angstrom": [[2.161, -5.261, -2.051], [1.179, -5.160, -1.876], [2.543, -4.402, -2.101], [0.985, -3.901, 2.407], [1.449, -3.269, 1.856], [1.514, -4.015, 3.229], [0.376, -1.746, -2.219], [-0.033, -0.916, -1.864], [1.129, -1.846, -1.737], [-0.349, 5.024, 1.198], [-0.421, 5.578, 0.385], [0.377, 4.492, 0.799], [-1.646, -2.549, -0.079], [-2.234, -3.209, -0.396], [-0.936, -2.626, -0.721], [-1.785, -2.981, 3.223], [-1.047, -3.750, 3.265], [-1.863, -2.801, 2.336], [2.419, -1.112, 0.718], [2.102, -0.267, 1.091], [3.280, -0.964, 0.221], [3.699, 1.841, -3.045], [3.268, 0.948, -3.230], [3.577, 2.200, -4.007], [-1.696, -0.874, -3.564], [-1.235, -1.583, -3.057], [-2.548, -0.612, -3.154], [2.948, 3.141, 0.129], [2.907, 2.238, 0.547], [3.783, 2.883, -0.332], [-4.374, 0.289, -1.286], [-5.105, 0.290, -0.695], [-4.044, -0.618, -1.265], [0.805, 2.739, -2.161], [0.869, 1.960, -1.617], [1.525, 3.399, -1.960], [1.723, -3.498, -0.355], [1.230, -3.987, 0.381], [1.820, -2.583, 0.028], [1.479, 1.141, 1.561], [0.596, 1.211, 1.175], [1.497, 1.094, 2.499], [-4.853, 2.034, 0.801], [-5.509, 1.430, 0.836], [-4.772, 2.525, -0.017], [-0.739, 3.213, 3.889], [-0.626, 3.681, 4.779], [-1.157, 4.024, 3.534], [-1.295, 2.209, 0.303], [-1.021, 3.013, 0.717], [-1.955, 1.932, 0.884]], "mulliken_charge": [-0.62, 0.30, 0.29, -0.61, 0.26, 0.28, -0.67, 0.37, 0.18, -0.64, 0.32, 0.29, -0.60, 0.31, 0.35, -0.64, 0.33, 0.30, -0.68, 0.43, 0.29, -0.62, 0.31, 0.33, -0.63, 0.38, 0.31, -0.58, 0.25, 0.32, -0.54, 0.27, 0.29, -0.57, 0.23, 0.33, -0.51, 0.36, 0.33, -0.70, 0.34, 0.25, -0.58, 0.23, 0.34, -0.59, 0.29, 0.29, -0.56, 0.30, 0.28], "multiplicity": 1, "charge": 0}



x | {"formula": "H34O17", "method": "wB97M-V/def2-TZVPD", "species": ["O", "H", "H", "O", "H", "H", "O", "H", "H", "O", "H", "H", "O", "H", "H", "O", "H", "H", "O", "H", "H", "O", "H", "H", "O", "H", "H", "O", "H", "H", "O", "H", "H", "O", "H", "H", "O", "H", "H", "O", "H", "H", "O", "H", "H", "O", "H", "H", "O", "H", "H"], "positions_angstrom": [[3.011, -1.501, 3.868], [2.109, -1.765, 3.611], [3.602, -2.279, 4.121], [4.693, 2.530, -0.425], [4.292, 2.524, -1.278], [4.461, 1.643, -0.123], [-1.472, -3.118, 3.184], [-2.201, -3.577, 2.745], [-0.985, -3.722, 3.724], [0.870, -1.741, 2.128], [0.585, -1.478, 1.214], [0.160, -2.014, 2.741], [-2.887, 2.629, 1.311], [-3.550, 3.142, 1.794], [-2.505, 1.950, 1.924], [0.671, 2.577, 0.432], [1.567, 2.567, 0.798], [-0.002, 3.080, 0.872], [-0.029, 0.213, -0.143], [0.190, 1.048, 0.297], [-0.098, 0.429, -1.091], [1.530, 3.883, -2.594], [1.221, 4.655, -3.185], [2.453, 4.048, -2.835], [-0.784, 1.288, 3.017], [0.014, 1.005, 2.520], [-1.294, 0.501, 2.836], [-2.533, -1.589, -0.510], [-2.945, -0.705, -0.629], [-3.079, -2.332, -0.672], [-2.121, 4.219, -2.785], [-1.229, 3.977, -2.484], [-2.573, 3.464, -3.173], [2.867, -3.806, 0.227], [2.179, -3.353, 0.722], [2.888, -3.319, -0.568], [4.378, 1.880, -3.103], [3.895, 2.422, -3.742], [4.717, 1.086, -3.547], [-1.541, -2.348, -3.969], [-1.114, -3.151, -3.838], [-1.384, -1.606, -3.400], [-1.517, 0.700, -2.836], [-1.104, 0.556, -3.649], [-0.986, 0.985, -2.133], [-3.745, -0.003, 3.849], [-4.428, 0.473, 4.253], [-3.388, 0.532, 3.137], [-0.773, -5.177, -0.967], [-1.559, -5.623, -1.372], [-0.527, -5.800, -0.275]], "mulliken_charge": [-0.63, 0.35, 0.30, -0.61, 0.34, 0.30, -0.62, 0.29, 0.29, -0.59, 0.21, 0.38, -0.62, 0.29, 0.34, -0.65, 0.31, 0.30, -0.48, 0.37, 0.18, -0.55, 0.33, 0.23, -0.59, 0.30, 0.27, -0.55, 0.31, 0.24, -0.63, 0.32, 0.31, -0.62, 0.32, 0.29, -0.61, 0.30, 0.29, -0.62, 0.30, 0.36, -0.63, 0.30, 0.27, -0.58, 0.29, 0.29, -0.60, 0.31, 0.30], "multiplicity": 1, "charge": 0}



y | {"formula": "H34O17", "method": "wB97M-V/def2-TZVPD", "species": ["O", "H", "H", "O", "H", "H", "O", "H", "H", "O", "H", "H", "O", "H", "H", "O", "H", "H", "O", "H", "H", "O", "H", "H", "O", "H", "H", "O", "H", "H", "O", "H", "H", "O", "H", "H", "O", "H", "H", "O", "H", "H", "O", "H", "H", "O", "H", "H", "O", "H", "H"], "positions_angstrom": [[-4.225, -0.943, -0.690], [-4.379, -0.627, 0.280], [-5.127, -1.197, -0.813], [-0.846, 1.147, 1.110], [-0.202, 0.931, 0.455], [-1.484, 1.798, 0.820], [1.860, -2.835, -2.400], [2.238, -3.718, -2.541], [0.996, -3.165, -1.876], [-1.584, -1.492, -1.032], [-2.618, -1.414, -0.775], [-1.287, -0.855, -1.691], [-0.578, 0.187, -2.739], [0.028, -0.495, -3.115], [-0.121, 0.592, -1.958], [2.353, 0.666, 2.768], [1.714, 1.140, 2.296], [2.516, 1.160, 3.539], [-3.810, 0.220, 1.507], [-3.596, 1.119, 1.176], [-3.054, -0.268, 1.783], [-2.686, 2.128, -2.237], [-2.921, 1.122, -2.098], [-1.952, 2.174, -2.763], [1.075, 0.804, -0.723], [1.698, -0.039, -0.699], [1.365, 1.671, -0.859], [3.913, 0.776, 0.827], [3.412, 0.584, 1.703], [3.654, 0.223, 0.005], [-2.650, 2.991, 0.206], [-2.528, 2.980, -0.771], [-3.013, 3.813, 0.300], [0.045, -3.749, -0.876], [0.676, -3.895, -0.110], [-0.478, -3.012, -0.803], [0.945, 2.528, 2.017], [0.949, 2.327, 1.111], [0.045, 2.301, 2.213], [0.797, -2.836, 1.467], [-0.018, -2.413, 1.556], [1.029, -3.033, 2.423], [4.161, 3.043, -0.330], [4.708, 3.640, -0.276], [4.245, 2.248, 0.257], [2.690, -1.192, -0.556], [2.510, -1.839, -1.215], [2.403, -1.665, 0.271], [-1.320, -1.476, 1.613], [-0.951, -0.726, 2.009], [-1.577, -1.198, 0.706]], "mulliken_charge": [-0.67, 0.39, 0.28, -0.74, 0.41, 0.46, -0.77, 0.28, 0.47, -0.74, 0.44, 0.29, -0.80, 0.28, 0.59, -0.71, 0.54, 0.29, -0.74, 0.35, 0.40, -0.67, 0.36, 0.29, -0.79, 0.36, 0.22, -0.76, 0.36, 0.34, -0.61, 0.33, 0.26, -0.72, 0.42, 0.42, -0.73, 0.35, 0.41, -0.67, 0.50, 0.29, -0.59, 0.19, 0.47, -0.79, 0.37, 0.30, -0.88, 0.36, 0.32], "multiplicity": 1, "charge": 0}



z | {"formula": "H34O17", "method": "wB97M-V/def2-TZVPD", "species": ["O", "H", "H", "O", "H", "H", "O", "H", "H", "O", "H", "H", "O", "H", "H", "O", "H", "H", "O", "H", "H", "O", "H", "H", "O", "H", "H", "O", "H", "H", "O", "H", "H", "O", "H", "H", "O", "H", "H", "O", "H", "H", "O", "H", "H", "O", "H", "H", "O", "H", "H"], "positions_angstrom": [[-4.334, 0.232, -2.034], [-4.128, 0.635, -1.191], [-5.213, -0.128, -1.920], [5.471, -0.744, -0.452], [4.581, -1.078, -0.344], [5.452, -0.275, -1.286], [1.491, -0.647, -1.679], [1.518, -1.008, -2.565], [1.299, 0.283, -1.805], [2.420, -4.110, -1.635], [2.693, -3.376, -1.085], [1.868, -4.645, -1.064], [-1.672, -4.653, 2.672], [-1.218, -5.393, 2.269], [-1.383, -4.662, 3.584], [-2.816, 2.044, -0.117], [-2.293, 1.309, -0.436], [-2.172, 2.681, 0.192], [0.323, 1.165, 2.187], [0.060, 0.848, 3.052], [-0.009, 0.505, 1.579], [1.822, -1.025, -4.517], [2.069, -1.409, -5.358], [0.865, -1.007, -4.532], [1.297, 4.550, -2.201], [1.964, 4.996, -1.679], [1.083, 3.765, -1.696], [0.591, -3.284, 1.299], [0.175, -4.106, 1.041], [0.235, -3.096, 2.167], [-0.614, -0.459, 0.221], [0.033, -0.221, -0.443], [-0.669, -1.413, 0.172], [-0.536, 0.502, 4.931], [0.191, 0.820, 5.467], [-0.490, -0.451, 5.006], [-5.688, 1.767, 0.576], [-6.066, 1.442, -0.241], [-4.812, 2.067, 0.333], [-1.652, 3.441, 2.502], [-1.532, 2.551, 2.835], [-2.140, 3.891, 3.191], [1.190, 2.731, 0.109], [0.784, 2.073, 0.673], [2.042, 2.900, 0.512], [3.008, -2.085, 0.285], [2.486, -2.625, 0.878], [2.412, -1.390, 0.006], [0.053, 1.656, -3.057], [-0.502, 2.304, -2.623], [0.462, 2.135, -3.778]], "mulliken_charge": [-0.59, 0.36, 0.31, -0.63, 0.38, 0.30, -0.54, 0.23, 0.31, -0.63, 0.41, 0.26, -0.64, 0.32, 0.32, -0.60, 0.26, 0.25, -0.71, 0.28, 0.53, -0.62, 0.28, 0.31, -0.63, 0.28, 0.40, -0.53, 0.22, 0.29, -0.73, 0.31, 0.27, -0.66, 0.33, 0.31, -0.62, 0.29, 0.34, -0.59, 0.33, 0.28, -0.52, 0.33, 0.26, -0.73, 0.28, 0.38, -0.54, 0.24, 0.30], "multiplicity": 1, "charge": 0}



Which of them is the least stable? Correct choice: w.



w | {"formula": "C2H2OS2", "method": "wB97M-V/def2-TZVPD", "species": ["C", "C", "O", "S", "S", "H", "H"], "positions_angstrom": [[0.148, 0.590, -0.857], [0.079, 0.440, 0.527], [0.562, 1.641, -1.335], [-0.798, -2.809, 0.711], [-0.375, -1.053, 1.450], [-0.021, -0.182, -1.569], [0.406, 1.374, 1.073]], "mulliken_charge": [0.06, -0.22, -0.47, -0.18, 0.12, 0.39, 0.30], "multiplicity": 1, "charge": 0}



x | {"formula": "C2H2OS2", "method": "wB97M-V/def2-TZVPD", "species": ["O", "C", "S", "C", "S", "H", "H"], "positions_angstrom": [[1.740, 1.063, -0.487], [0.780, 0.362, -0.078], [1.190, -1.376, -0.076], [-0.663, 0.593, 0.334], [-1.932, -0.421, -0.337], [-0.120, -1.846, -0.118], [-0.996, 1.624, 0.763]], "mulliken_charge": [-0.50, 0.75, -0.18, -0.40, -0.12, 0.16, 0.30], "multiplicity": 1, "charge": 0, "smiles": "O=C(S)C=S"}



Which of them is the least stable? Correct choice: w.



w | {"formula": "C2H2OS2", "method": "wB97M-V/def2-TZVPD", "species": ["O", "C", "S", "C", "S", "H", "H"], "positions_angstrom": [[0.262, 1.476, -0.021], [0.625, 0.296, 0.148], [2.336, -0.297, -0.286], [-0.427, -0.804, 0.197], [-1.947, -0.172, -0.305], [-0.606, 1.453, -0.248], [-0.244, -1.953, 0.515]], "mulliken_charge": [-0.24, 0.26, -0.22, -0.07, -0.29, 0.25, 0.31], "multiplicity": 1, "charge": 0, "smiles": "OC(=S)C=S"}



x | {"formula": "C2H2OS2", "method": "wB97M-V/def2-TZVPD", "species": ["O", "C", "S", "C", "S", "H", "H"], "positions_angstrom": [[0.291, -1.360, 0.003], [0.445, -0.037, 0.001], [2.092, 0.531, 0.014], [-0.827, 0.697, -0.017], [-2.465, 0.207, 0.012], [1.150, -1.810, 0.046], [-0.685, 1.772, -0.059]], "mulliken_charge": [-0.37, 0.43, -0.24, -0.38, -0.09, 0.32, 0.32], "multiplicity": 1, "charge": 0, "smiles": "OC(=S)C=S"}



Which of them is the least stable? Correct choice: w.